{
  "formula": "C17H14ClN3O4",
  "method": "the ωB97M-V functional and the def2-TZVPD basis",
  "elements": ["C", "C", "C", "H", "C", "C", "O", "O", "C", "H", "H", "C", "H", "H", "C", "H", "H", "N", "H", "H", "C", "C", "N", "H", "C", "C", "H", "O", "H", "C", "C", "C", "H", "O", "C", "N", "H", "C", "Cl"],
  "xyz": [[2.72792, 1.47118, 0.54638], [0.44092, 2.31301, 0.94158], [-0.93321, -2.60550, -1.38734], [0.89655, -3.61522, -0.03030], [0.11195, 4.71131, 1.03652], [-0.27897, -1.94245, -0.21193], [-0.56951, -0.83415, 0.18159], [-1.72250, 3.43670, 1.33977], [2.92165, -2.02537, 0.92404], [-3.98722, -3.31031, -2.67151], [-2.81156, 5.04064, 0.64030], [2.27934, 3.88058, 0.63091], [-0.11995, -4.10016, -4.31690], [0.06798, 1.30290, 0.96036], [-2.11941, -3.77201, -3.62064], [3.32924, 4.05238, 0.44599], [0.92398, -3.05929, -2.34761], [0.66776, -2.71796, 0.36843], [-2.58197, -4.22418, -4.48470], [-2.50393, 5.01515, 2.40968], [-2.07095, 4.79913, 1.41965], [1.80469, 2.57177, 0.70763], [2.38187, 0.27963, 0.82368], [1.53579, -2.98896, 2.24628], [1.50440, -2.24368, 1.44678], [-0.37568, 3.39964, 1.10218], [4.18462, -0.55332, 0.28533], [3.70716, -2.92498, 0.71678], [3.73672, 1.70970, 0.18528], [-0.73874, -3.70412, -3.52634], [1.43996, 4.97527, 0.79766], [-0.15262, -3.12698, -2.41487], [1.08197, -1.30133, 1.79842], [-0.91433, 5.58979, 1.22982], [-2.32025, -2.67375, -1.50007], [3.24367, -0.73250, 0.65129], [1.80637, 5.98648, 0.74261], [-2.91182, -3.26029, -2.60935], [-3.32069, -2.06074, -0.23881]],
  "forces_ev_per_a": [[0.629, -0.653, -0.090], [-0.186, 0.227, 0.004], [-0.184, 0.113, -0.159], [-0.147, 0.069, -0.012], [0.071, -0.552, -0.025], [-0.015, -0.183, -0.058], [-0.096, 0.202, -0.017], [0.248, -0.399, -0.061], [-0.390, 0.003, 0.168], [-0.102, 0.000, 0.022], [0.235, -0.089, 0.126], [0.027, -0.479, -0.005], [0.052, -0.022, -0.069], [-0.085, -0.180, 0.019], [0.078, 0.004, -0.004], [0.123, -0.012, -0.031], [0.095, 0.010, 0.016], [0.373, -0.293, 0.106], [-0.050, -0.035, -0.069], [0.179, -0.083, -0.201], [-1.159, 0.445, 0.207], [-0.381, 0.696, 0.059], [-0.620, 0.596, 0.162], [0.086, 0.126, -0.091], [0.025, 0.080, 0.150], [0.418, 0.462, -0.028], [-0.336, -0.159, 0.121], [0.054, -0.186, 0.001], [-0.039, -0.070, 0.016], [-0.003, -0.050, -0.067], [-0.490, 0.215, 0.090], [-0.086, 0.027, 0.072], [0.005, -0.272, 0.042], [0.472, 0.088, -0.084], [0.232, -0.052, -0.131], [1.180, 0.201, -0.398], [0.051, 0.131, -0.007], [0.007, 0.071, 0.123], [-0.273, 0.004, 0.105]],
  "lowdin_charge": [-0.09, 0.08, -0.16, 0.15, -0.20, -0.47, 0.05, 0.04, -0.45, 0.10, 0.14, -0.04, 0.10, 0.10, -0.08, 0.11, 0.12, 0.09, 0.11, 0.14, -0.16, -0.21, 0.05, 0.13, -0.08, -0.18, 0.16, 0.06, 0.13, -0.08, 0.01, -0.03, 0.11, 0.04, -0.60, 0.05, 0.12, -0.10, 0.74],
  "energy_ev": -43038.3548,
  "e_lumo_ev": 0.55,
  "smiles": "O=C(CNC(=O)c1ccccc1Cl)N/N=C/c1ccc2c(c1)OCO2",
  "homo_ev": -7.894
}



{
  "formula": "C17H14ClNO4",
  "method": "the ωB97M-V functional and the def2-TZVPD basis",
  "elements": ["C", "H", "N", "O", "O", "C", "H", "H", "C", "H", "C", "O", "H", "C", "C", "H", "C", "O", "H", "H", "C", "C", "C", "C", "H", "H", "H", "H", "Cl", "H", "C", "C", "C", "H", "C", "C", "C"],
  "xyz": [[1.59627, 6.48072, -1.99566], [-0.08692, -6.87553, 1.87883], [-0.76164, -1.54870, 0.31992], [-1.66571, 1.10733, -1.85853], [1.19322, -1.98525, 1.42647], [-0.52500, -0.30357, -0.28393], [1.33747, 6.75369, -0.96746], [-1.67529, -1.93424, 0.12274], [0.63316, 4.00209, -1.00770], [0.67967, 6.34837, -2.57901], [-2.45308, -4.61085, 2.72228], [2.40484, 5.32972, -2.03678], [3.72956, 3.18854, -2.06719], [-0.60734, -3.54049, 1.59684], [2.74541, 3.05110, -1.64776], [-2.33495, -2.51286, 2.32881], [1.89861, 4.15996, -1.56617], [-2.76166, -0.61220, -0.96472], [-2.28587, -6.72890, 2.99224], [-0.76311, 2.66233, -0.13131], [0.06248, -2.28690, 1.11440], [0.01971, -4.78006, 1.48721], [-1.81965, -5.83731, 2.60163], [-1.85060, -3.47260, 2.21936], [2.19346, 7.27629, -2.43861], [-3.45703, -0.27676, -1.55050], [1.45932, -0.21626, 0.30373], [-0.03544, 4.84193, -0.90319], [1.54442, -4.91040, 0.69546], [2.99426, 0.97446, -1.25957], [-0.58666, -5.92555, 1.98166], [0.66749, 0.32762, -0.19528], [2.32895, 1.82255, -1.19400], [-3.41364, -4.54118, 3.20925], [0.21414, 2.75895, -0.57643], [-1.65912, 0.17209, -1.10007], [1.04025, 1.64189, -0.67696]],
  "forces_ev_per_a": [[-0.136, 0.183, 0.018], [0.062, -0.079, -0.031], [-0.451, -0.165, -0.142], [0.033, -0.179, 0.170], [0.122, 0.081, 0.050], [0.792, 0.181, 0.243], [-0.003, -0.019, -0.044], [0.246, -0.058, 0.074], [0.058, 0.363, -0.114], [0.026, 0.001, 0.033], [-0.069, -0.052, 0.023], [0.150, -0.286, 0.009], [0.116, 0.009, -0.044], [0.096, -0.187, 0.165], [-0.002, 0.317, -0.076], [-0.036, 0.091, 0.005], [0.047, -0.272, 0.050], [-0.099, -0.293, 0.242], [-0.033, -0.083, 0.028], [-0.073, 0.004, 0.007], [-0.217, -0.034, -0.012], [-0.220, 0.125, 0.095], [-0.039, 0.067, 0.011], [0.108, -0.046, -0.048], [-0.083, -0.028, 0.041], [0.248, 0.113, -0.001], [-0.121, -0.056, 0.019], [-0.035, 0.094, -0.006], [0.184, -0.188, -0.109], [0.096, -0.085, 0.015], [0.105, 0.080, -0.053], [-0.438, -0.484, 0.029], [-0.268, 0.016, 0.042], [-0.076, 0.008, 0.050], [0.267, -0.234, 0.051], [-0.386, 0.526, -0.628], [0.027, 0.569, -0.166]],
  "lowdin_charge": [-0.09, 0.10, 0.14, 0.12, 0.07, -0.12, 0.10, 0.13, -0.01, 0.10, -0.08, -0.08, 0.12, -0.16, 0.00, 0.12, -0.27, 0.09, 0.11, 0.12, -0.45, -0.60, -0.08, -0.03, 0.09, 0.14, 0.11, 0.10, 0.74, 0.12, -0.10, 0.06, -0.02, 0.10, -0.03, -0.45, -0.22],
  "energy_ev": -40058.9196,
  "e_lumo_ev": 0.10,
  "smiles": "COc1ccc(/C=C(/NC(=O)c2ccccc2Cl)C(=O)O)cc1",
  "relative_energy_kj_mol": 67.9,
  "homo_ev": -7.890
}



{
  "formula": "C17H14CsF6N3O10S2",
  "method": "the ωB97M-V functional and the def2-TZVPD basis",
  "elements": ["O", "C", "C", "C", "C", "H", "C", "C", "H", "H", "H", "C", "C", "N", "O", "N", "H", "C", "O", "F", "O", "H", "F", "Cs", "O", "C", "H", "H", "O", "H", "C", "C", "O", "F", "C", "S", "O", "O", "C", "H", "H", "C", "H", "C", "C", "H", "F", "F", "O", "N", "S", "F", "H"],
  "xyz": [[4.71926, -1.49400, -0.97749], [2.07692, 0.62190, -0.27972], [3.05929, -0.25630, 0.16822], [2.59727, -3.20820, -3.36617], [-3.85395, -1.84752, -2.71356], [0.31336, -3.28594, 1.26651], [-1.63794, 7.72054, 1.91883], [3.02207, -3.41742, -1.92008], [4.10413, -3.50723, -1.84565], [2.88693, -4.06285, -3.98075], [4.45102, -0.64738, 1.74524], [-1.28963, 7.15811, 0.58217], [-1.65759, 5.31863, 2.04930], [-3.65997, -1.10199, -0.09942], [-1.71578, 4.18148, 2.59264], [2.59939, -2.30689, -1.07672], [1.51592, -3.08345, -3.44105], [1.26958, -2.44019, -0.46424], [-1.70565, 8.90689, 2.21858], [-2.24588, -3.51644, 2.40281], [-4.86641, 0.33216, -1.66726], [1.78506, -4.14003, 0.77155], [-2.67757, -2.24362, -3.19610], [-1.51841, 2.15413, 0.44430], [-1.23348, 4.95111, -0.35114], [3.53424, -1.41130, -0.67549], [1.91309, 2.79685, 2.11931], [0.79099, -1.47240, -0.36171], [-1.75141, -2.73338, -0.40310], [1.59069, 0.45558, -1.23603], [3.66398, 0.00534, 1.38732], [-1.88206, 6.55939, 2.82104], [-0.99032, 7.80610, -0.41891], [-4.61144, -1.46499, -3.74812], [-3.18955, -2.79697, 1.77454], [-2.36821, -1.77579, 0.48289], [-2.40050, 0.17221, -1.88524], [-1.49177, -0.90700, 1.22691], [2.26605, 1.92305, 1.58191], [3.07237, -2.31450, -3.77157], [0.64941, -2.99699, -1.16292], [-1.38443, 5.68297, 0.66233], [3.69028, 1.34166, 3.07701], [3.25362, 1.10733, 2.11587], [1.32220, -3.15553, 0.87608], [2.57781, -4.33343, -1.52200], [-3.81462, -2.04803, 2.67931], [-4.07026, -3.64698, 1.24431], [-2.19440, 6.61963, 4.00988], [1.69275, 1.69676, 0.40254], [-3.66075, -0.41958, -1.51740], [-4.44756, -2.89538, -2.13988], [1.90182, -2.58013, 1.60030]],
  "forces_ev_per_a": [[0.015, 0.013, -0.014], [0.163, 0.033, 0.140], [-0.067, -0.095, -0.188], [0.013, -0.010, -0.015], [0.029, 0.044, -0.042], [0.033, 0.006, -0.011], [0.005, -0.053, -0.004], [0.013, -0.001, -0.005], [-0.015, 0.014, -0.009], [-0.006, -0.001, -0.004], [-0.008, 0.001, -0.002], [-0.052, -0.043, 0.031], [-0.013, 0.350, 0.421], [0.094, 0.217, 0.124], [0.097, -0.344, -0.748], [-0.029, -0.076, 0.057], [-0.002, -0.001, -0.008], [0.056, 0.012, -0.050], [0.004, -0.008, -0.007], [-0.032, 0.024, -0.011], [0.019, -0.044, -0.042], [0.004, -0.001, 0.015], [0.017, -0.015, 0.017], [-0.041, 0.467, 0.097], [-0.029, -0.580, 0.480], [-0.087, 0.107, 0.146], [-0.004, 0.003, 0.000], [0.007, 0.011, 0.053], [-0.059, 0.072, 0.130], [-0.005, 0.020, -0.013], [0.086, 0.003, 0.003], [0.076, -0.024, -0.033], [0.001, 0.027, 0.007], [0.005, 0.044, -0.034], [-0.021, -0.048, 0.074], [0.181, -0.391, -0.066], [-0.097, -0.070, 0.026], [-0.110, -0.057, -0.114], [-0.047, 0.080, 0.042], [0.003, 0.001, 0.003], [-0.024, -0.005, -0.032], [-0.024, 0.487, -0.176], [-0.007, -0.001, 0.002], [-0.009, 0.009, -0.036], [-0.015, -0.022, 0.002], [-0.003, 0.007, 0.004], [0.020, -0.003, -0.018], [0.038, 0.018, -0.009], [-0.007, 0.034, -0.002], [-0.027, -0.149, -0.062], [-0.086, -0.079, -0.167], [-0.046, -0.001, 0.046], [-0.008, 0.018, -0.002]],
  "lowdin_charge": [0.05, -0.09, -0.13, -0.07, -0.66, 0.06, -0.32, -0.21, 0.11, 0.07, 0.12, -0.34, -0.38, -0.30, -0.19, -0.05, 0.07, -0.20, 0.03, 0.12, -0.27, 0.07, 0.13, 1.16, -0.19, -0.42, 0.12, 0.09, -0.28, 0.13, -0.01, -0.35, 0.01, 0.12, -0.68, 0.56, -0.37, -0.37, -0.13, 0.08, 0.11, -0.38, 0.10, -0.05, -0.05, 0.12, 0.14, 0.13, 0.01, 0.03, 0.55, 0.13, 0.08],
  "charge": -2,
  "energy_ev": -81327.6212,
  "e_lumo_ev": 3.60,
  "relative_energy_kj_mol": 50.6,
  "homo_ev": -0.489
}